Formula: C5H16N2O2
Source: OMol25
Level of theory: ωB97M-V/def2-TZVPD

```
25
Properties=species:S:1:pos:R:3:forces:R:3:lowdin_charge:R:1
C 0.48133 -1.07381 -0.39609 1.028 0.867 -0.678 -0.236
N 1.60162 -0.15213 -0.07459 -0.993 -0.940 -0.399 -0.067
C 2.32767 -0.59182 1.12750 -0.388 1.866 -0.593 -0.287
N 1.73523 -0.01891 2.32209 -0.221 -0.308 -0.048 0.013
C -0.15847 -0.67969 -1.72490 -0.619 -1.917 -0.035 -0.155
C -1.19831 0.41671 -1.69181 0.216 0.830 0.535 -0.457
C -2.50078 0.04575 -0.98341 -0.359 0.671 -1.149 -0.044
O -1.48603 0.83023 -3.03313 0.065 -0.128 0.126 -0.041
H 0.92629 -2.06637 -0.44750 -0.261 -0.157 -0.191 0.111
H -0.30352 -1.07654 0.34810 -0.228 -0.146 0.648 0.096
H 1.08999 0.71568 0.04743 0.838 0.444 0.481 0.086
H 2.29232 -1.66091 1.10811 0.110 -0.651 0.343 0.102
H 3.35595 -0.25452 0.99203 0.130 -0.148 0.201 0.105
H 1.54117 -0.62743 3.09518 0.109 -0.270 0.119 0.076
H 2.17795 0.81832 2.65605 0.275 0.012 0.039 0.071
H -0.71681 -1.59619 -1.97957 -0.056 0.172 -0.342 0.121
H 0.57899 -0.58552 -2.51855 0.098 0.494 0.118 0.120
H -0.82561 1.31098 -1.16686 0.325 -0.187 0.046 0.135
H -2.40971 -0.25685 0.05409 0.036 -0.188 0.000 0.073
H -3.12344 0.94136 -1.05560 -0.005 0.099 0.484 0.078
H -3.05970 -0.64220 -1.61973 0.225 -0.571 0.328 0.085
H -1.60691 1.78298 -2.99976 -0.097 -0.057 -0.212 0.088
H 0.15490 2.11851 2.65962 -0.100 0.341 0.286 0.019
H -0.33556 0.78778 2.33768 -0.052 -0.268 0.325 -0.007
O -0.53856 1.51460 2.94362 -0.078 0.142 -0.432 -0.084
```
Positions in Å, forces in eV/Å.

The LUMO energy comes out at 0.753 eV. Its HOMO-LUMO gap is 9.84 eV. As for the multiplicity: 1. The calculation puts the calculated total energy at -12518.896 eV. Its SMILES is C[C@H](O)CCNCN.O. The calculation puts the energy above the lowest of the compared OMol25 structures with the same formula, charge and spin at 34.9 kcal per mole.


Formula: C5H16N2O3
Source: OMol25
Level of theory: ωB97M-V/def2-TZVPD

```
26
Properties=species:S:1:pos:R:3:forces:R:3:lowdin_charge:R:1
C -1.27599 2.56536 -0.85420 0.326 -0.877 0.907 -0.090
C -2.29051 1.39470 -0.64801 0.703 0.565 0.670 -0.247
N -1.79583 0.01112 -0.65767 -0.973 0.096 0.704 -0.068
C -1.24413 -0.49350 0.56473 -0.438 -0.538 0.617 -0.170
C 0.17011 0.00348 0.77952 1.386 -1.241 0.459 -0.473
N 0.67431 -0.00213 2.04636 0.343 0.170 1.265 0.013
C 0.21704 -0.69384 3.25432 -1.715 -0.964 -1.931 -0.066
O 0.90706 0.30926 -0.14989 -0.266 0.316 -0.065 0.018
H -1.00163 2.70688 -1.89484 0.078 0.075 -0.071 0.061
H -0.37224 2.31658 -0.26235 -0.330 0.289 -0.567 0.054
H -1.66596 3.49239 -0.41379 -0.124 -0.147 -0.395 0.065
H -2.68188 1.59778 0.37811 -0.138 -0.534 -0.755 0.112
H -3.10019 1.49342 -1.36504 -0.194 -0.064 -0.002 0.095
H -1.27431 -0.34954 -1.44054 0.030 0.423 -0.292 0.089
H -1.32392 -1.62041 0.60097 0.651 0.956 -0.327 0.150
H -1.81769 -0.24259 1.48114 -0.182 0.407 -0.780 0.110
H 1.61116 0.33842 2.19848 0.091 0.151 -0.851 0.132
H 0.51787 -0.15621 4.14324 -0.466 0.125 0.138 0.082
H -0.87278 -0.90573 3.08092 0.755 0.738 1.054 0.085
H 0.59456 -1.71456 3.27511 0.568 -0.043 0.196 0.079
H 0.14978 -1.42421 -3.46997 0.478 0.586 -0.052 0.030
H 1.05412 -1.39149 -2.11547 -0.269 0.242 -0.728 0.017
O 0.38180 -1.84829 -2.64834 -0.216 -0.756 0.897 -0.057
H 3.21205 -0.12481 -1.46006 0.148 -0.265 0.038 0.036
H 3.04820 -0.77814 -0.13703 -0.192 -0.076 0.207 0.005
O 3.46301 -0.93360 -0.98803 -0.052 0.367 -0.334 -0.063
```
Positions in Å, forces in eV/Å.

The LUMO energy comes out at 0.634 eV. Its HOMO-LUMO gap is 9.25 eV. As for the multiplicity: 1. The calculation puts the calculated total energy at -14566.849 eV. Its SMILES is CCNCC(=O)NC.O.O. The calculation puts the energy above the lowest of the compared OMol25 structures with the same formula, charge and spin at 35.7 kcal per mole.


Formula: C5H16N3O3
Source: OMol25
Level of theory: ωB97M-V/def2-TZVPD

```
27
Properties=species:S:1:pos:R:3:forces:R:3:lowdin_charge:R:1
C 0.43844 1.62579 -1.07082 0.110 -0.218 2.218 -0.134
C -1.01260 1.31748 -0.61866 -0.331 -2.048 -2.179 -0.123
C -1.24397 0.35520 0.47534 0.713 -3.364 0.961 -0.275
C -2.10293 0.34505 1.53214 0.202 0.628 1.029 -0.035
N -2.08242 -0.92724 2.09900 1.793 0.007 -2.011 0.073
C -1.19971 -1.70101 1.33948 -1.443 2.261 0.433 -0.181
N -0.71986 -0.98788 0.36832 0.399 1.449 -0.740 0.072
N 1.03594 0.40331 -1.64633 3.726 -0.059 2.195 0.143
H 1.05810 2.14231 -0.20823 -1.054 -1.919 -1.412 0.166
H 0.58416 2.29617 -1.85607 -0.817 1.613 -1.211 0.101
H -1.34747 2.20440 -0.24380 -1.488 2.661 0.445 0.083
H -1.75391 0.87320 -1.44596 1.893 1.567 1.085 0.183
H -2.56025 1.18528 2.07756 -0.052 -0.665 -0.626 0.139
H -2.69565 -1.28131 2.78071 -0.614 -0.204 1.041 0.138
H -1.10294 -2.74907 1.45042 0.273 -0.689 0.302 0.126
H 0.83884 0.27842 -2.58972 -0.749 0.158 -2.320 0.131
H 2.16676 0.41511 -1.57772 -3.190 -0.653 0.391 0.198
H 0.64583 -0.42975 -1.18513 0.482 -0.118 0.538 0.105
H -2.70366 -2.38030 -0.67050 1.395 1.167 -1.676 -0.006
H -3.26550 -2.44790 0.64736 -0.478 0.753 1.697 -0.020
O -3.24793 -2.91666 -0.15378 -1.283 -2.073 -0.292 0.003
H 2.42898 -1.68171 -0.07075 -0.180 0.134 -0.286 0.070
H 3.75362 -1.01415 -0.25172 0.099 0.249 -0.261 0.068
O 2.87622 -1.04858 -0.65401 0.572 -0.764 0.732 -0.063
H 4.06709 1.81570 1.13180 0.980 0.053 1.988 0.025
H 3.47074 2.59161 0.04181 -0.192 1.530 -0.539 0.022
O 3.67407 1.71651 0.29925 -0.766 -1.457 -1.504 -0.008
```
Positions in Å, forces in eV/Å.

The LUMO energy comes out at -2.736 eV. Its HOMO-LUMO gap is 9.82 eV. As for the multiplicity: 1. The calculation puts the calculated total energy at -16050.340 eV. Its net charge is +1. The calculation puts the energy above the lowest of the compared OMol25 structures with the same formula, charge and spin at 47.8 kcal per mole.


Formula: C5H16N5O
Source: OMol25
Level of theory: ωB97M-V/def2-TZVPD

```
27
Properties=species:S:1:pos:R:3:forces:R:3:lowdin_charge:R:1
C 3.43900 0.29463 -0.55106 -1.166 2.111 -0.273 -0.080
C 2.33569 0.11598 0.46353 0.711 1.444 1.082 -0.231
C 1.03178 0.55810 -0.14245 -0.021 0.048 2.286 -0.102
C -0.28408 -0.09893 0.46416 -0.864 0.669 2.245 -0.421
C -1.26161 0.97778 -0.00794 -0.279 0.871 -0.051 -0.309
N -0.40197 -1.16985 -0.45304 0.222 -1.515 -2.065 -0.113
N -0.44890 -0.38710 1.93559 1.267 0.596 -1.435 0.136
N -1.33545 2.08075 0.75914 -1.123 -0.688 0.415 0.203
N -1.73992 0.82994 -1.22566 -0.542 4.334 2.248 0.233
N -2.65951 -1.73611 -0.74632 -2.214 -0.342 -3.925 0.042
O -0.07598 -2.27079 -0.13418 0.400 0.062 0.881 0.073
H 3.24275 -0.27966 -1.38394 -0.813 -1.171 -2.228 0.054
H 4.35068 -0.07968 -0.28600 2.501 -0.714 1.451 0.051
H 3.59379 1.34566 -0.91096 -0.348 -0.787 0.548 0.116
H 2.60563 0.75128 1.30387 -0.228 -0.035 0.419 0.119
H 2.26836 -0.88262 0.84891 0.089 -0.775 -0.054 0.109
H 0.84729 1.63415 -0.11651 0.686 -0.176 -0.363 0.131
H 1.13582 0.14468 -1.09797 -0.645 0.067 -1.929 0.103
H -1.08493 -1.15029 2.19015 -0.077 0.371 -0.859 0.100
H 0.45142 -0.73262 2.25141 0.110 0.238 0.233 0.079
H -2.06022 2.80648 0.64493 0.677 -0.693 -0.304 0.152
H -1.13515 1.87242 1.74365 0.185 0.147 -0.381 0.130
H -1.53700 -0.09337 -1.47100 -0.312 -2.000 -2.023 0.054
H -2.29459 1.62601 -1.63918 0.837 -1.889 0.137 0.189
H -2.34039 -2.68605 -0.81259 0.531 -0.564 0.273 0.038
H -3.34186 -1.74647 -1.62038 1.638 0.398 2.106 0.125
H -3.30065 -1.72432 -0.00618 -1.223 -0.006 1.566 0.020
```
Positions in Å, forces in eV/Å.

The LUMO energy comes out at -3.444 eV. Its HOMO-LUMO gap is 9.24 eV. As for the multiplicity: 1. The calculation puts the calculated total energy at -14933.203 eV. Its net charge is +1. The calculation puts the energy above the lowest of the compared OMol25 structures with the same formula, charge and spin at 87.7 kcal per mole.